[1]
# C18H17F6N3O5PdS2

A structure of composition C18H17F6N3O5PdS2 (ωB97M-V/def2-TZVPD, the OMol25 dataset).

Properties
Frontier orbital gap (alpha / beta), Ha: 0.2422 / 0.1915
Net charge: +2
LUMO level (alpha / beta), eV: -8.852 / -10.702
Spin multiplicity: 5

```
52
C18H17F6N3O5PdS2 ωB97M-V/def2-TZVPD
Pd 0.67182 0.16353 -0.13981
F 0.61994 5.68660 1.72654
C 0.73443 4.93206 0.65424
F -0.38844 4.96142 -0.04798
F 1.74671 5.33372 -0.09341
S 1.06389 3.18740 1.17567
O 1.09936 2.42256 -0.07654
O 2.21792 3.15050 2.00119
N -0.29206 2.85298 1.97819
S -0.92203 1.49190 1.66817
O -1.45989 1.30724 0.31143
O -0.06707 0.32463 1.98399
C -2.38331 1.42593 2.79360
F -3.26092 2.33644 2.41384
F -2.03270 1.60122 4.04055
F -2.92306 0.20959 2.63507
C -6.26251 0.48216 -0.81857
C -6.08394 -0.79640 -0.25130
C -4.83144 -1.32257 -0.14179
C -3.72770 -0.54186 -0.59288
C -3.90916 0.74406 -1.17173
C -5.17952 1.24222 -1.27928
N -2.46789 -1.01010 -0.50984
N -2.05122 -2.03535 -0.00960
C -0.83098 -2.60941 -0.00333
C -0.83427 -3.99588 0.32020
C 0.30676 -4.70858 0.12877
C 1.46728 -4.04490 -0.34899
C 1.48665 -2.67232 -0.57826
C 0.37155 -1.88071 -0.36235
H -7.26398 0.88465 -0.90056
H -6.94212 -1.35442 0.09562
H -4.65417 -2.29778 0.29027
H -3.04356 1.29504 -1.50452
H -5.34958 2.21532 -1.71627
H -1.75464 -4.46172 0.64369
H 0.33218 -5.77260 0.31575
H 2.37242 -4.61948 -0.50062
H 2.42145 -2.20736 -0.86073
C 5.12521 0.32092 -0.22916
C 4.94011 0.10695 1.27902
C 3.45693 -0.22221 1.44618
O 2.85193 0.04392 0.14505
C 3.77431 0.84328 -0.65330
H 5.35411 -0.61271 -0.74359
H 5.91939 1.03201 -0.44486
H 5.18326 1.01920 1.82191
H 5.57318 -0.68996 1.66184
H 2.96505 0.41467 2.18630
H 3.25782 -1.26995 1.66888
H 3.63986 1.89546 -0.39913
H 3.51995 0.67427 -1.69906
```


[2]
# C5H8FNO2

The molecule C5H8FNO2 at a distorted geometry (ωB97M-V/def2-TZVPD, the OMol25 dataset).

Properties
Frontier orbital gap (alpha / beta), Ha: 0.2926 / 0.3074
LUMO level (alpha / beta), eV: 0.106 / 0.438
ΔE to the lowest compared entry with this formula, charge and spin, kJ/mol: 291.9

```
17
C5H8FNO2 ωB97M-V/def2-TZVPD
C 1.38545 -0.11544 -2.01385
C 0.31191 0.83520 -0.10062
C -0.15427 -0.64798 -0.28639
C 0.32181 -1.71978 0.72685
C -0.76192 1.92070 0.12152
N 1.01972 1.01867 -1.38629
O 1.90882 -0.37766 -3.07054
O -1.37608 -0.85657 -0.89789
F -0.03638 2.98673 0.68658
H 1.06007 0.82719 0.72559
H 0.04772 -1.61494 1.82248
H 1.41536 -1.76617 0.69395
H 0.00655 -2.73885 0.35296
H -1.70210 1.73340 0.81163
H -1.26031 2.16991 -0.83910
H 1.60382 1.93952 -1.54690
H -1.37057 -0.79527 -1.86441
```


[3]
# C2H5N3OS

The molecule C2H5N3OS at a distorted geometry (ωB97M-V/def2-TZVPD, the OMol25 dataset).

Properties
Frontier orbital gap, Ha: 0.3203
LUMO level, eV: -0.160
ΔE to the lowest compared entry with this formula, charge and spin, kJ/mol: 467.4
SMILES: N/N=C\C(=O)NS

```
12
C2H5N3OS ωB97M-V/def2-TZVPD
C 1.25963 -0.61462 0.68508
C -0.06755 -1.21179 -0.06987
H -0.77796 0.62995 1.22731
H -0.04441 1.67395 2.62552
H 2.27090 -1.15200 0.72032
H -1.90395 -0.36566 -0.95458
H -0.40958 2.05855 -0.63704
N 0.18516 1.06111 1.64779
N 1.29965 0.44347 1.51303
N -1.05742 -0.13894 -0.30547
O -0.43811 -2.40438 -0.36302
S -0.36089 1.11182 -1.48476
```


[4]
# C26H57FN3O11P2

A cluster of 3 separate species, C26H57FN3O11P2 in total at a distorted geometry (ωB97M-V/def2-TZVPD, the OMol25 dataset).

Properties
Frontier orbital gap, Ha: 0.2216
Net charge: +1
LUMO level, eV: -5.085

```
100
C26H57FN3O11P2 ωB97M-V/def2-TZVPD
C 5.00108 -5.97323 2.04064
C 4.79708 -4.60956 1.22411
O 5.54861 -4.39896 0.26727
O 3.79820 -3.74888 1.69945
C 3.75361 -2.50195 0.96633
C 3.12877 -2.66263 -0.52113
C 1.91763 -1.58576 -0.65831
C 0.74891 -2.12844 0.28401
C -0.71674 -1.61257 -0.09030
C -1.77355 -2.81542 0.03888
C -2.28710 -3.08128 1.51516
F -3.38585 -2.26213 1.91973
N -1.24432 -2.96649 2.57416
C -1.75628 -3.37051 3.89362
N -1.32202 -2.62812 4.95473
N -2.61131 -4.47891 4.15761
C -3.45952 -4.88489 2.99626
C -2.81036 -4.60998 1.57906
C -3.81884 -4.99110 0.40208
C -3.23714 -6.09276 -0.61287
O -3.90635 -7.36055 -0.28396
H 4.36791 -6.80371 1.59980
H 6.08661 -6.26218 1.91614
H 4.75142 -5.85621 3.13856
H 4.76464 -1.97541 0.88620
H 3.10334 -1.79326 1.59077
H 2.66036 -3.70808 -0.59310
H 3.93589 -2.49891 -1.29540
H 2.32540 -0.63343 -0.16444
H 1.60914 -1.41281 -1.73716
H 0.95091 -1.80240 1.36567
H 0.74718 -3.26656 0.29373
H -0.75523 -1.29276 -1.19246
H -1.02942 -0.68018 0.49431
H -1.36373 -3.74781 -0.47331
H -2.68424 -2.49296 -0.58064
H -0.54622 -3.70042 2.33112
H -0.33850 -2.65582 5.26283
H -1.93702 -1.98091 5.46034
H -3.16981 -4.30276 5.00693
H -3.63046 -6.01513 3.09921
H -4.49370 -4.40245 2.98860
H -1.86628 -5.24304 1.41026
H -4.76782 -5.44060 0.86162
H -4.16582 -4.11455 -0.22787
H -2.12392 -6.27959 -0.49656
H -3.51896 -5.87908 -1.70147
H -3.19476 -8.02968 -0.21795
O 4.58776 2.04763 -1.58150
P 4.98262 3.34384 -2.29884
O 3.66153 3.40266 -3.29791
C 2.40674 3.77073 -2.75020
C 2.37988 5.22145 -2.30234
O 6.02864 2.61544 -3.35756
C 6.58225 1.34417 -3.03775
C 5.69554 0.21706 -3.53298
O 5.49661 4.79952 -3.04723
C 5.92748 5.85110 -2.18378
C 6.93531 5.39991 -1.14434
H 2.14832 3.10593 -1.91964
H 1.66050 3.62478 -3.53448
H 2.98400 5.35347 -1.39863
H 1.36186 5.54025 -2.06928
H 2.78891 5.87825 -3.07327
H 6.76717 1.26565 -1.96401
H 7.55892 1.27772 -3.52479
H 4.63920 0.37938 -3.30830
H 6.00545 -0.73626 -3.09604
H 5.76381 0.13064 -4.62003
H 5.05791 6.30014 -1.69623
H 6.37705 6.62186 -2.81457
H 6.51345 4.63425 -0.48195
H 7.24588 6.24338 -0.52411
H 7.81755 4.96757 -1.62150
O -3.15491 4.15432 0.81103
P -4.48582 3.55460 0.35401
O -3.86747 2.42822 -0.69474
C -3.20526 1.29434 -0.16639
C -4.15193 0.36801 0.57763
O -4.86535 4.73251 -0.74877
C -4.24564 6.01549 -0.67347
C -2.95611 6.05800 -1.47346
O -6.04474 2.91882 0.02132
C -6.88070 2.64235 1.14408
C -6.97211 3.79641 2.12387
H -2.38248 1.60854 0.48476
H -2.77014 0.75611 -1.01245
H -4.45905 0.81860 1.52724
H -3.66942 -0.58339 0.80396
H -5.05573 0.17711 -0.00604
H -4.08154 6.30083 0.36802
H -4.94903 6.74363 -1.08627
H -2.32371 5.18416 -1.30352
H -2.38278 6.95774 -1.23551
H -3.17686 6.06936 -2.54351
H -6.52080 1.74324 1.65251
H -7.87687 2.41620 0.75589
H -5.99061 4.04333 2.54618
H -7.63695 3.54106 2.95182
H -7.34973 4.69470 1.63081
```


[5]
# H56O28

A cluster of 28 separate species, H56O28 in total at a distorted geometry (ωB97M-V/def2-TZVPD, the OMol25 dataset).

Properties
Frontier orbital gap, Ha: 0.3491
LUMO level, eV: -0.589
ΔE to the lowest compared entry with this formula, charge and spin, kJ/mol: 294.0

```
84
H56O28 ωB97M-V/def2-TZVPD
O 0.60550 -3.53022 4.04508
H 0.58507 -4.24976 3.41415
H 1.36009 -3.72094 4.60225
O 1.26018 -0.67186 2.45294
H 1.27370 -1.54287 2.05621
H 0.36608 -0.35917 2.31498
O -1.94412 2.22657 -2.04495
H -1.60852 1.73872 -1.29288
H -1.17346 2.65718 -2.41495
O 4.48275 -1.27217 -2.92031
H 3.72706 -0.77742 -3.23715
H 5.23525 -0.85689 -3.34162
O -2.84627 -4.15377 1.31961
H -3.61461 -4.72384 1.34990
H -2.66848 -3.94177 2.23595
O 2.47250 1.82356 1.55857
H 2.10028 1.00075 1.87584
H 2.37474 2.43002 2.29266
O -2.15920 3.13501 1.47565
H -2.41374 3.47059 0.61610
H -2.56482 3.73815 2.09849
O -0.90956 0.92156 2.53366
H -1.40946 1.68862 2.25444
H -1.51561 0.42839 3.08659
O 4.58758 -0.63454 2.54800
H 4.60287 -1.00111 1.66390
H 5.21488 0.08788 2.51915
O 0.52166 3.78149 0.13342
H 1.32499 3.38633 0.47215
H -0.18257 3.32974 0.59840
O -4.22395 0.55564 1.30214
H -4.50220 -0.35787 1.36781
H -3.41959 0.59927 1.81920
O -0.53496 -2.68426 0.96588
H -1.22496 -3.30904 1.18899
H -0.15259 -3.02730 0.15821
O -2.01832 -4.12570 3.80218
H -1.12504 -3.79906 3.69451
H -2.26912 -3.85227 4.68454
O -3.55359 3.41824 -3.96712
H -3.06586 3.03473 -3.23823
H -4.46306 3.42763 -3.66878
O 0.80819 2.42957 -5.17562
H 0.45032 2.90921 -4.42857
H 0.04194 2.19276 -5.69813
O 1.45765 -4.68747 -0.35902
H 1.98645 -4.18450 -0.97839
H 2.02717 -4.80710 0.40095
O 2.11858 0.22582 -3.52009
H 1.70640 0.98507 -3.10792
H 1.59421 0.06439 -4.30444
O -2.88389 -0.70272 3.56442
H -2.60220 -1.12210 4.37745
H -3.39957 -1.37236 3.11511
O -1.48546 -1.77632 -2.47884
H -0.85832 -1.08594 -2.69400
H -1.75778 -1.58219 -1.58195
O -0.33023 0.16942 -0.40854
H 0.45646 0.66083 -0.17221
H -0.45056 -0.45111 0.31027
O 2.19776 -0.00058 5.06245
H 1.41325 0.25963 5.54521
H 1.86487 -0.48297 4.30567
O -4.66616 -1.20788 -3.72089
H -5.20498 -0.53345 -4.13445
H -4.47014 -0.85875 -2.85145
O -1.09930 -4.46619 -2.34096
H -1.11792 -3.50972 -2.30851
H -0.61710 -4.66978 -3.14238
O 3.54367 5.28880 -1.15846
H 3.43281 4.37393 -0.89972
H 4.12748 5.65675 -0.49512
O -4.24304 0.33612 -1.41175
H -4.11633 0.44478 -0.46921
H -3.98353 1.17744 -1.78735
O 0.24716 3.75246 -2.75122
H -0.12751 4.46140 -3.27397
H 0.50651 4.17084 -1.93029
O 4.76771 -1.66368 0.01355
H 5.63244 -1.29128 -0.15900
H 4.21525 -1.32388 -0.69040
O 4.07671 2.73470 -0.59209
H 3.42637 2.26630 -0.06875
H 4.78319 2.93150 0.02304
```


[6]
# C12H15I

The molecule C12H15I at a distorted geometry (ωB97M-V/def2-TZVPD, the OMol25 dataset).

Properties
Frontier orbital gap, Ha: 0.3312
LUMO level, eV: 0.479
ΔE to the lowest compared entry with this formula, charge and spin, kJ/mol: 0.0
SMILES: C=C(C)[C@H](I)c1cc(C)ccc1C

```
28
C12H15I ωB97M-V/def2-TZVPD
C 1.03623 -1.52649 -2.11875
C 1.26288 -0.16879 -2.21488
C -0.71917 -1.06057 -0.58291
C 0.04016 -1.98553 -1.27792
C 0.59226 0.72206 -1.34707
C -0.33417 0.24922 -0.34594
C 0.15958 2.41396 2.43528
C -0.39925 1.27062 2.17185
C -0.32845 -3.39352 -1.12119
C 0.91283 2.10852 -1.28631
C -0.39898 -0.07788 2.88306
C -1.10698 1.18257 0.55241
I -3.20696 0.72703 0.77693
H 1.74138 -2.24799 -2.64854
H 1.96615 0.34545 -2.94692
H -1.58285 -1.56244 -0.04829
H 0.19357 3.23678 1.60214
H 0.67333 2.61281 3.31413
H 0.53383 -3.94763 -1.06165
H -0.86456 -3.55250 -0.26159
H -0.90697 -3.81143 -1.93697
H 0.12583 2.70044 -0.91269
H 1.82260 2.25011 -0.71823
H 1.04678 2.53094 -2.31403
H 0.05669 0.08548 3.79934
H -1.36876 -0.44148 2.97503
H 0.18851 -0.95608 2.32294
H -1.13549 2.29630 0.31079
```